DFT (ωB97M-V with the def2-TZVPD basis set) results for a cluster of 9 separate species, C6H28NO9 in total in a non-equilibrium geometry.

Geometry as ORCA input:
```
! wB97M-V def2-TZVPD RIJCOSX def2/J DEFGRID3
* xyz 1 1
O 2.79 1.63 -3.43
O -0.49 1.07 2.11
O 0.82 1.63 -0.99
O -2.34 1.44 -3.32
O 1.98 0.92 2.22
O 0.28 3.35 0.93
O -3.77 -1.12 -1.01
O -2.28 2.51 0.84
O -2.74 -2.44 2.70
N 2.88 -0.08 -0.80
C 3.24 -1.60 -0.65
C -1.39 -2.26 2.46
C 0.31 -2.14 0.67
C 1.90 -2.33 -1.19
C 0.54 -2.12 -0.65
C -1.04 -1.87 1.22
H -0.06 1.34 -1.00
H -0.85 -2.38 3.34
H 2.11 -3.39 -1.03
H 0.69 2.89 1.67
H -0.24 -1.67 -1.34
H 1.54 0.75 3.06
H 3.97 -1.91 -1.34
H -3.00 0.80 -3.04
H 1.97 1.50 -3.95
H -1.30 1.56 2.10
H 2.65 2.51 -3.01
H -0.70 3.19 0.71
H -3.10 3.07 0.69
H 2.69 0.35 -1.76
H -0.81 0.14 2.24
H -2.25 1.57 0.35
H 1.79 -2.04 -2.20
H -3.63 -0.70 -1.89
H 3.26 -1.94 0.45
H -3.24 -2.44 1.82
H 0.86 2.25 -0.20
H 1.12 -2.57 1.35
H 2.25 1.78 2.08
H 2.11 0.34 -0.23
H -1.70 1.03 -3.70
H -3.68 -1.99 -1.23
H -1.69 -1.75 0.43
H 3.73 0.34 -0.25
*
```

## Properties
LUMO energy   -2.8 eV
ΔE to the lowest compared entry with this formula, charge and spin   537.0 kJ/mol
Frontier orbital gap   8.481 eV
E_tot   -976.94474 a.u.

=====

DFT (ωB97M-V with the def2-TZVPD basis set) results for an isolated molecule of C6H12O.

Geometry as ORCA input:
```
! wB97M-V def2-TZVPD RIJCOSX def2/J DEFGRID3
* xyz 0 1
O 1.36 0.00 0.40
C -0.15 1.96 0.18
C 0.34 -0.52 -0.45
C 0.49 -0.15 -1.93
C -0.60 0.17 1.90
C 0.01 -1.98 -0.23
C 0.04 0.51 0.57
H -1.52 0.74 2.05
H 0.09 -2.26 0.82
H -0.84 -0.89 2.01
H -1.20 2.15 -0.08
H -1.01 -2.21 -0.58
H 1.55 -0.09 -2.17
H 0.05 -0.92 -2.57
H 0.09 0.44 2.70
H 0.48 2.24 -0.67
H 0.02 0.80 -2.18
H 0.11 2.61 1.02
H 0.71 -2.60 -0.80
*
```

## Properties
LUMO energy   1.0 eV
ΔE to the lowest compared entry with this formula, charge and spin   89.1 kJ/mol
Frontier orbital gap   10.935 eV
E_tot   -311.02534 a.u.
Structure (SMILES)   CC1(C)OC1(C)C

=====

DFT (ωB97M-V with the def2-TZVPD basis set) results for the ion C31H45O2Si with charge +1 in a non-equilibrium geometry.

Geometry as ORCA input:
```
! wB97M-V def2-TZVPD RIJCOSX def2/J DEFGRID3
* xyz 1 1
Si -0.37 0.61 2.21
O 5.81 -0.72 -3.82
O 0.41 0.98 -0.45
C -0.21 1.80 3.64
C -0.28 1.54 0.58
C -0.80 -0.86 -2.64
C -0.69 0.48 -3.02
C -3.07 -0.96 -3.48
C 2.29 -2.55 1.31
C 0.62 0.50 7.25
C -1.97 -1.58 -2.88
C 2.37 -3.42 0.06
C 0.83 1.22 5.92
C 3.06 1.48 -2.94
C -0.90 2.71 0.14
C -5.40 1.45 1.20
C 1.94 0.65 -3.09
C 6.03 -2.14 -3.95
C 2.13 -0.63 -3.63
C 4.33 1.05 -3.27
C 3.40 -1.12 -3.88
C -1.83 1.12 -3.53
C -3.01 0.41 -3.74
C 0.53 1.97 -1.50
C -4.14 0.59 1.07
C -3.26 0.67 2.32
C 1.05 -0.60 2.36
C -0.39 1.12 5.01
C -0.55 2.92 -1.18
C 1.05 -1.66 1.27
C -4.32 -1.73 -3.81
C 0.58 1.30 -2.84
C -2.03 -0.27 2.28
C 4.53 -0.29 -3.68
H 5.18 1.72 -3.21
H -4.10 -2.80 -3.90
H -5.08 -1.59 -3.04
H -3.55 0.90 0.19
H -1.26 1.57 5.52
H 1.03 -1.07 3.36
H 3.23 -4.10 0.12
H -5.15 2.51 1.25
H 0.42 -0.57 7.09
H 3.18 -1.92 1.39
H -0.96 2.59 3.52
H 1.98 -0.01 2.31
H -4.43 -0.45 0.91
H 0.78 2.28 3.56
H 0.15 -2.29 1.36
H -2.09 -0.96 1.43
H 1.04 2.28 6.11
H -3.87 0.40 3.20
H -5.97 1.18 2.09
H 3.53 -2.14 -4.24
H 0.54 2.13 -3.57
H 1.51 0.59 7.87
H 1.70 0.81 5.41
H 2.93 2.50 -2.58
H -6.04 1.30 0.33
H 1.47 2.50 -1.29
H -0.89 3.69 -1.85
H -0.65 0.05 4.89
H -1.78 2.18 -3.79
H -4.74 -1.38 -4.76
H 7.12 -2.24 -3.93
H 1.47 -4.03 -0.05
H 1.28 -1.27 -3.87
H -2.03 -0.88 3.19
H 0.06 -1.37 -2.18
H 5.58 -2.69 -3.12
H 2.25 -3.17 2.21
H 0.99 -1.17 0.29
H -3.89 0.91 -4.16
H -1.57 3.31 0.76
H -2.01 -2.65 -2.65
H 2.49 -2.81 -0.84
H 5.63 -2.52 -4.90
H -0.23 0.92 7.79
H -2.96 1.72 2.48
*
```

## Properties
LUMO energy   -5.1 eV
ΔE to the lowest compared entry with this formula, charge and spin   0.0 kJ/mol
Frontier orbital gap   5.692 eV
E_tot   -1647.96220 a.u.

=====

DFT (ωB97M-V with the def2-TZVPD basis set) results for a structure of composition C22H60InO7S.

Geometry as ORCA input:
```
! wB97M-V def2-TZVPD RIJCOSX def2/J DEFGRID3
* xyz -1 1
In 3.30 4.60 -3.95
S 1.26 5.79 -4.88
O -5.97 -3.52 3.20
O 1.36 -1.03 1.37
O -0.75 -1.41 3.46
O -4.07 -0.78 7.75
O 1.08 1.34 -6.89
O 6.76 1.85 -5.96
O 1.15 3.46 -0.33
C -7.02 -3.75 4.14
C -1.95 -1.88 7.34
C -0.29 2.23 1.20
C 3.48 -2.11 0.91
C 2.77 -0.83 1.33
C 2.56 0.23 -8.45
C -1.94 -2.57 1.70
C -7.90 -2.51 4.26
C 8.03 2.45 -5.87
C 5.74 2.60 -5.30
C 4.40 1.97 -5.55
C -1.96 -2.11 3.15
C -2.66 -0.59 7.74
C 3.28 -0.31 2.66
C 0.09 0.37 -8.87
C -7.82 -4.98 3.77
C -2.18 -0.08 9.09
C -3.17 -1.24 3.45
C -0.12 1.61 -1.24
C 0.61 2.18 -0.03
C 3.30 2.45 -4.59
C 1.18 0.28 -7.81
H 2.92 -0.07 0.56
H -0.50 0.60 -1.03
H 5.95 2.60 -4.22
H 5.76 3.63 -5.67
H -2.84 -3.14 1.46
H 0.20 1.30 -9.44
H -2.39 -0.82 9.87
H 1.17 -1.70 2.04
H -1.11 0.11 9.08
H 0.54 1.57 -2.10
H 1.76 6.61 -5.80
H 0.43 4.06 -0.56
H -3.15 -0.34 2.83
H 4.09 2.13 -6.59
H -4.10 -1.78 3.26
H -3.16 -0.92 4.49
H 2.65 -0.62 -9.13
H -8.59 -5.19 4.51
H 2.76 0.61 2.93
H 3.43 1.88 -3.66
H -2.30 -2.21 6.36
H 3.10 -2.45 -0.06
H 0.26 2.63 2.05
H -0.87 -1.73 7.28
H 8.08 3.15 -5.03
H 1.03 -0.63 -7.22
H 1.21 2.18 -7.36
H -7.30 -1.64 4.54
H 3.09 -1.05 3.45
H -0.70 -0.63 2.89
H -8.30 -4.84 2.80
H 4.35 -0.11 2.63
H -1.07 -3.19 1.50
H -0.90 0.40 -8.40
H -1.89 -1.70 1.03
H -2.70 0.84 9.36
H -4.27 -1.46 8.41
H 8.78 1.68 -5.73
H -2.16 -2.67 8.06
H 8.25 3.02 -6.78
H -0.66 1.24 1.45
H -1.96 -2.98 3.80
H 4.56 -1.95 0.82
H -6.50 -3.92 5.09
H -6.37 -3.36 2.34
H 4.52 0.89 -5.43
H -7.17 -5.85 3.69
H 1.48 1.55 0.19
H 3.10 4.66 -2.19
H 4.79 5.49 -4.33
H -8.38 -2.30 3.31
H 3.30 -2.90 1.64
H -0.97 2.25 -1.50
H 2.75 1.15 -9.02
H -8.67 -2.66 5.01
H -1.14 2.89 1.01
H 2.33 2.18 -5.00
H -2.48 0.17 6.98
H 0.12 -0.47 -9.56
H 3.33 0.15 -7.69
*
```

## Properties
LUMO energy   1.8 eV
Frontier orbital gap   6.015 eV
E_tot   -1989.17520 a.u.

=====

DFT (ωB97M-V with the def2-TZVPD basis set) results for an isolated molecule of C5H7NO.

Geometry as ORCA input:
```
! wB97M-V def2-TZVPD RIJCOSX def2/J DEFGRID3
* xyz 0 1
O 1.96 0.40 -0.05
N 0.65 -1.43 0.43
C 1.78 -0.77 0.39
C 0.23 1.42 0.04
C -0.42 -1.05 -0.30
C -0.82 0.73 -0.51
C -1.58 -0.34 0.25
H -1.02 0.84 -1.58
H -0.47 -1.38 -1.34
H -1.52 -0.24 1.34
H 0.78 2.15 -0.54
H 2.65 -1.25 0.86
H 0.34 1.48 1.12
H -2.58 -0.54 -0.12
*
```

## Properties
LUMO energy   0.5 eV
ΔE to the lowest compared entry with this formula, charge and spin   300.3 kJ/mol
Frontier orbital gap   9.271 eV
E_tot   -324.61008 a.u.

=====

DFT (ωB97M-V with the def2-TZVPD basis set) results for a structure of composition C27H20AuBrN4O2S in a non-equilibrium geometry.

Geometry as ORCA input:
```
! wB97M-V def2-TZVPD RIJCOSX def2/J DEFGRID3
* xyz 2 1
Au -0.68 0.30 0.17
Br -0.65 6.85 -2.90
S 0.71 -0.90 2.52
O 0.54 -2.28 2.86
O -0.43 -0.01 2.62
N 0.92 -0.81 0.83
N -2.58 -1.05 0.41
N -2.26 1.49 -0.59
N 0.44 -0.44 -1.75
C 0.12 -0.26 -3.01
C -0.30 4.48 -1.35
C 1.86 -2.28 -2.37
C -0.69 3.26 -0.84
C 1.59 -1.59 -0.01
C -2.90 3.57 -1.75
C -1.99 2.77 -1.05
C -2.51 4.78 -2.27
C 3.09 -3.40 -0.60
C -3.40 0.89 -0.69
C -3.87 -3.01 0.74
C -1.21 5.23 -2.10
C -2.70 -2.26 0.91
C 1.29 -1.42 -1.41
C 2.77 -3.27 -1.94
C 4.26 -0.35 4.31
C 2.27 1.23 3.15
C -4.78 -1.17 -0.49
C 4.41 1.03 4.22
C -4.91 -2.46 0.01
C 2.52 -2.58 0.36
C 3.42 1.82 3.65
C 3.12 -0.95 3.81
C 1.48 -2.09 -3.72
C -3.59 -0.47 -0.25
C 2.15 -0.15 3.23
C 0.62 -1.07 -4.04
H -3.95 -3.99 1.18
H 5.30 1.50 4.61
H -0.56 0.56 -3.24
H -5.56 -0.71 -1.07
H -3.92 3.24 -1.92
H -1.86 -2.65 1.46
H 0.01 2.66 -0.26
H 2.94 -2.01 3.89
H -5.81 -3.01 -0.17
H 3.55 2.89 3.59
H 5.03 -0.95 4.77
H -3.22 5.38 -2.82
H 3.22 -3.93 -2.68
H 3.80 -4.15 -0.30
H 1.47 1.81 2.72
H 0.32 -0.88 -5.06
H -4.26 1.38 -1.12
H 1.88 -2.74 -4.49
H 2.77 -2.72 1.40
H 0.70 4.85 -1.18
*
```

## Properties
LUMO energy   -9.3 eV
ΔE to the lowest compared entry with this formula, charge and spin   132.2 kJ/mol
Frontier orbital gap   4.520 eV
E_tot   -4517.65927 a.u.